Molecular formula: C27H33BFeN5O3PS
Method: DFT, the ωB97M-V functional and the def2-TZVPD basis

CARTESIAN COORDINATES (ANGSTROEM)
1 Fe -0.203 0.004 0.541
2 S 6.704 -6.318 3.044
3 P 0.034 1.916 1.990
4 O 6.733 -5.421 1.925
5 O 7.628 -6.063 4.115
6 O 6.315 -7.681 2.784
7 N 4.825 -6.374 5.034
8 N 0.942 0.705 -0.879
9 N 1.150 -1.534 1.599
10 N 4.391 -4.946 3.234
11 N -3.630 1.545 -1.539
12 C 1.369 -2.897 3.558
13 C -3.074 -0.729 -0.718
14 C 3.657 -6.053 5.581
15 C 2.894 -3.167 1.741
16 C 5.084 -5.808 3.898
17 C 2.797 -5.152 4.964
18 C 2.475 -3.553 3.018
19 C -1.078 2.586 3.285
20 C -2.012 -1.095 0.115
21 C 0.708 3.440 1.209
22 C 3.215 -4.573 3.762
23 C -4.330 -1.321 -0.599
24 C -2.679 3.427 5.397
25 C 1.496 1.555 3.054
26 C -2.846 0.298 -1.798
27 C -4.547 -2.302 0.350
28 C 2.191 -2.185 1.069
29 C -2.362 2.084 5.261
30 C -2.202 4.343 4.477
31 C 0.774 -1.888 2.833
32 C -2.242 -2.154 0.996
33 C 2.038 1.085 -1.042
34 C -3.589 2.459 -2.690
35 C -3.489 -2.739 1.130
36 C -1.580 1.666 4.202
37 C -3.169 2.217 -0.314
38 C -1.404 3.931 3.424
39 B 3.463 1.587 -1.120
40 H 3.822 1.718 -2.243
41 H -2.718 1.368 5.985
42 H -3.959 1.957 -3.583
43 H 3.427 -6.523 6.527
44 H 0.001 3.892 0.516
45 H -3.163 -0.101 -2.764
46 H 2.322 1.249 2.409
47 H -5.523 -2.746 0.464
48 H -0.046 -1.325 3.264
49 H 1.604 3.163 0.653
50 H -1.025 4.667 2.731
51 H -1.782 0.558 -1.845
52 H 2.471 -1.889 0.066
53 H -3.629 -3.536 1.844
54 H 0.985 4.162 1.975
55 H 1.762 2.455 3.609
56 H -4.207 3.334 -2.500
57 H -2.438 5.391 4.588
58 H -2.561 2.779 -2.863
59 H 1.005 -3.141 4.543
60 H -5.140 -1.028 -1.257
61 H -1.421 -2.543 1.586
62 H -3.205 1.527 0.530
63 H -2.135 2.538 -0.449
64 H 4.119 0.761 -0.554
65 H -3.794 3.082 -0.102
66 H 3.771 -3.630 1.317
67 H 3.497 2.614 -0.500
68 H -1.335 0.616 4.087
69 H -4.600 1.239 -1.385
70 H 1.279 0.755 3.759
71 H -3.289 3.756 6.223
72 H 1.838 -4.937 5.404

As for the gap between HOMO and LUMO (alpha / beta): 0.1817 / 0.0719 hartree. As for the highest occupied orbital energy (alpha / beta): -8.6 / -8.6 eV. For the energy above the lowest of the compared OMol25 structures with the same formula, charge and spin, the calculation gives 48.8 kcal/mol. The multiplicity is 6. The expectation value of S² is 8.76. The total charge is +1.


Molecular formula: C33H37ClO2PrSi2
Method: DFT, the ωB97M-V functional and the def2-TZVPD basis

CARTESIAN COORDINATES (ANGSTROEM)
1 Pr 1.083 -2.977 1.808
2 Cl -1.552 0.455 0.817
3 Si -2.777 3.848 -0.227
4 Si 0.092 -0.554 0.187
5 O -0.566 -4.739 1.636
6 O 0.113 -3.376 3.916
7 C 3.326 -3.167 0.504
8 C -4.114 3.300 -4.657
9 C 0.120 6.438 1.191
10 C -1.436 5.128 -0.143
11 C -1.136 -0.694 -3.773
12 C 0.794 -1.950 -2.173
13 C 2.363 0.920 -0.632
14 C 2.128 0.625 1.776
15 C 3.294 1.373 1.976
16 C -4.826 4.184 -3.840
17 C -0.865 5.669 -1.308
18 C 3.667 -2.762 1.839
19 C -4.458 4.365 -2.502
20 C 0.758 -4.035 5.048
21 C -3.362 3.656 -1.977
22 C 2.796 -4.500 0.571
23 C -1.358 -3.629 3.680
24 C -2.637 2.787 -2.808
25 C -1.591 -4.779 2.687
26 C 2.816 -4.918 1.935
27 C 3.520 1.685 -0.421
28 C -0.994 5.599 1.110
29 C 3.974 1.927 0.883
30 C 3.358 -3.843 2.720
31 C -3.014 2.605 -4.143
32 C -0.639 -5.798 0.658
33 C 1.637 0.410 0.462
34 C 0.722 -2.234 -3.541
35 C -1.092 -0.433 -2.394
36 C 0.769 6.862 0.026
37 C 0.257 6.504 -1.222
38 C -0.224 -1.587 -4.340
39 C -0.087 -0.998 -1.591
40 H -0.019 -4.216 5.815
41 H 2.010 0.715 -1.652
42 H -2.437 1.930 -4.776
43 H 4.133 -1.816 2.120
44 H 2.565 -5.917 2.301
45 H 0.483 6.772 2.162
46 H 4.857 2.543 1.049
47 H -1.758 2.264 -2.419
48 H 1.547 -2.461 -1.561
49 H 0.127 -6.544 0.903
50 H 1.659 7.489 0.093
51 H -0.411 -5.340 -0.312
52 H 1.569 0.226 2.634
53 H -1.846 0.224 -1.956
54 H -1.306 5.455 -2.286
55 H -1.517 -5.754 3.198
56 H -1.636 -6.270 0.666
57 H -1.896 -0.200 -4.380
58 H 4.057 2.105 -1.278
59 H -3.920 4.120 0.708
60 H -1.771 -2.673 3.305
61 H -1.821 -3.857 4.651
62 H 3.572 -3.890 3.789
63 H -1.548 5.315 2.008
64 H 1.414 -2.961 -3.970
65 H 0.718 6.879 -2.135
66 H 1.565 -3.372 5.395
67 H 2.517 -5.132 -0.273
68 H 3.505 -2.589 -0.405
69 H -4.411 3.152 -5.697
70 H -5.667 4.739 -4.257
71 H -0.273 -1.810 -5.408
72 H 3.667 1.542 2.990
73 H -2.231 2.579 0.204
74 H 1.214 -4.980 4.716
75 H -5.000 5.067 -1.866
76 H -2.571 -4.699 2.188

As for the gap between HOMO and LUMO (alpha / beta): 0.2297 / 0.2310 hartree. As for the highest occupied orbital energy (alpha / beta): -9.2 / -9.1 eV. The multiplicity is 3. The expectation value of S² is 2.02. The total charge is +1.


Question: Which value of multiplicity does entry 2 give?
Answer: 3


Repeat the second record exactly.
Molecular formula: C33H37ClO2PrSi2
Method: DFT, the ωB97M-V functional and the def2-TZVPD basis

CARTESIAN COORDINATES (ANGSTROEM)
1 Pr 1.083 -2.977 1.808
2 Cl -1.552 0.455 0.817
3 Si -2.777 3.848 -0.227
4 Si 0.092 -0.554 0.187
5 O -0.566 -4.739 1.636
6 O 0.113 -3.376 3.916
7 C 3.326 -3.167 0.504
8 C -4.114 3.300 -4.657
9 C 0.120 6.438 1.191
10 C -1.436 5.128 -0.143
11 C -1.136 -0.694 -3.773
12 C 0.794 -1.950 -2.173
13 C 2.363 0.920 -0.632
14 C 2.128 0.625 1.776
15 C 3.294 1.373 1.976
16 C -4.826 4.184 -3.840
17 C -0.865 5.669 -1.308
18 C 3.667 -2.762 1.839
19 C -4.458 4.365 -2.502
20 C 0.758 -4.035 5.048
21 C -3.362 3.656 -1.977
22 C 2.796 -4.500 0.571
23 C -1.358 -3.629 3.680
24 C -2.637 2.787 -2.808
25 C -1.591 -4.779 2.687
26 C 2.816 -4.918 1.935
27 C 3.520 1.685 -0.421
28 C -0.994 5.599 1.110
29 C 3.974 1.927 0.883
30 C 3.358 -3.843 2.720
31 C -3.014 2.605 -4.143
32 C -0.639 -5.798 0.658
33 C 1.637 0.410 0.462
34 C 0.722 -2.234 -3.541
35 C -1.092 -0.433 -2.394
36 C 0.769 6.862 0.026
37 C 0.257 6.504 -1.222
38 C -0.224 -1.587 -4.340
39 C -0.087 -0.998 -1.591
40 H -0.019 -4.216 5.815
41 H 2.010 0.715 -1.652
42 H -2.437 1.930 -4.776
43 H 4.133 -1.816 2.120
44 H 2.565 -5.917 2.301
45 H 0.483 6.772 2.162
46 H 4.857 2.543 1.049
47 H -1.758 2.264 -2.419
48 H 1.547 -2.461 -1.561
49 H 0.127 -6.544 0.903
50 H 1.659 7.489 0.093
51 H -0.411 -5.340 -0.312
52 H 1.569 0.226 2.634
53 H -1.846 0.224 -1.956
54 H -1.306 5.455 -2.286
55 H -1.517 -5.754 3.198
56 H -1.636 -6.270 0.666
57 H -1.896 -0.200 -4.380
58 H 4.057 2.105 -1.278
59 H -3.920 4.120 0.708
60 H -1.771 -2.673 3.305
61 H -1.821 -3.857 4.651
62 H 3.572 -3.890 3.789
63 H -1.548 5.315 2.008
64 H 1.414 -2.961 -3.970
65 H 0.718 6.879 -2.135
66 H 1.565 -3.372 5.395
67 H 2.517 -5.132 -0.273
68 H 3.505 -2.589 -0.405
69 H -4.411 3.152 -5.697
70 H -5.667 4.739 -4.257
71 H -0.273 -1.810 -5.408
72 H 3.667 1.542 2.990
73 H -2.231 2.579 0.204
74 H 1.214 -4.980 4.716
75 H -5.000 5.067 -1.866
76 H -2.571 -4.699 2.188

As for the gap between HOMO and LUMO (alpha / beta): 0.2297 / 0.2310 hartree. As for the highest occupied orbital energy (alpha / beta): -9.2 / -9.1 eV. The multiplicity is 3. The expectation value of S² is 2.02. The total charge is +1.


Question: Number 2 is which compound?
Answer: C33H37ClO2PrSi2